(1)
# C24H17Cl4MoN2O9S2

A structure of composition C24H17Cl4MoN2O9S2 (ωB97M-V/def2-TZVPD, OMol25).

The geometry in ORCA input format:
```
! wB97M-V def2-TZVPD RIJCOSX def2/J DEFGRID3
* xyz 1 1
Mo -0.743 -0.674 -1.342
C -0.753 2.979 5.813
C -1.045 1.933 4.776
C -1.306 0.616 5.147
C -1.599 -0.350 4.198
C -1.637 0.020 2.863
C -1.393 1.329 2.461
C -1.090 2.273 3.422
S -2.055 -1.162 1.641
O -3.131 -0.659 0.850
O -2.094 -2.472 2.201
N -0.666 -1.087 0.603
C 0.583 -1.333 1.220
C 0.835 -1.923 2.436
C 2.163 -2.039 2.898
C 3.225 -1.590 2.168
C 3.002 -1.024 0.892
C 4.015 -0.565 0.028
C 3.684 -0.073 -1.208
C 2.346 -0.052 -1.603
N 1.367 -0.460 -0.806
C 1.679 -0.925 0.433
H -0.359 2.534 6.725
H -1.668 3.515 6.073
H -0.037 3.712 5.444
H -1.280 0.341 6.194
H -1.806 -1.373 4.483
H -1.446 1.602 1.414
H -0.893 3.295 3.123
H 0.029 -2.317 3.034
H 2.330 -2.499 3.862
H 4.236 -1.677 2.543
H 5.049 -0.612 0.345
H 4.440 0.282 -1.893
H 2.068 0.288 -2.590
Cl -0.751 5.718 -3.587
C -0.560 4.023 -3.479
C -0.094 3.296 -4.595
Cl 0.264 4.112 -6.052
C 0.078 1.917 -4.525
Cl 0.657 0.985 -5.840
C -0.239 1.279 -3.334
O -0.184 -0.035 -3.106
C -0.705 1.998 -2.241
O -0.954 1.205 -1.190
C -0.864 3.375 -2.287
Cl -1.425 4.200 -0.897
O -3.072 -3.168 -1.274
C -3.398 -2.097 -1.635
O -2.502 -1.019 -1.635
H -4.368 -1.754 -2.000
C 0.995 -2.843 -4.297
S -0.466 -3.198 -3.384
O -1.593 -2.622 -4.042
O -0.460 -4.550 -2.953
O -0.199 -2.313 -2.054
H 0.929 -3.419 -5.218
H 1.853 -3.165 -3.712
H 1.008 -1.777 -4.513
*
```

Output
Energy relative to the best compared isomer or geometry (same formula, charge and spin) = 0.0 kJ/mol
Energy = -120182.5707 eV
LUMO (spin up / spin down) = -5.66 / -5.66 eV
Kohn-Sham gap (spin up / spin down) = 6.11 / 6.11 eV

These are the Mulliken partial charges, in e, on atoms 1 to 5:
1. Mo 0.14
2. C -1.51
3. C 0.98
4. C -0.78
5. C -0.40

***

(2)
# C12H10N5O2PdS2

A structure of composition C12H10N5O2PdS2 (ωB97M-V/def2-TZVPD, OMol25).

The geometry in ORCA input format:
```
! wB97M-V def2-TZVPD RIJCOSX def2/J DEFGRID3
* xyz 1 1
Pd -0.033 -0.115 0.086
O -0.698 1.815 3.471
C -0.269 1.112 2.594
O -0.581 1.260 1.311
C 0.669 -0.030 2.896
C 1.080 -0.321 4.183
C 1.891 -1.428 4.378
C 2.259 -2.204 3.286
C 1.814 -1.842 2.028
N 1.039 -0.772 1.849
H 0.751 0.321 4.987
H 2.228 -1.691 5.372
H 2.886 -3.077 3.406
H 2.081 -2.407 1.145
N 2.599 -1.231 -1.799
C 1.471 -1.967 -1.828
N 0.349 -1.608 -1.242
C -0.653 -2.575 -1.389
C -0.270 -3.659 -2.085
S 1.371 -3.499 -2.602
C -1.934 -2.268 -0.753
C -3.065 -2.993 -0.664
S -4.242 -2.137 0.271
C -3.122 -0.837 0.504
N -1.976 -1.048 -0.101
N -3.392 0.268 1.210
H 2.544 -0.275 -1.501
H 3.387 -1.489 -2.367
H -0.847 -4.531 -2.345
H -3.289 -3.962 -1.081
H -4.268 0.390 1.681
H -2.681 0.981 1.296
*
```

Output
Energy relative to the best compared isomer or geometry (same formula, charge and spin) = 101.1 kJ/mol
Energy = -49297.6733 eV
LUMO = -4.19 eV
Kohn-Sham gap = 7.18 eV

These are the Mulliken partial charges, in e, on atoms 1 to 5:
1. Pd 0.50
2. O -0.59
3. C 0.68
4. O -0.67
5. C 0.35

***

(3)
# C30H62F5NO14S9

A cluster of 9 separate species, C30H62F5NO14S9 in total at a distorted geometry (ωB97M-V/def2-TZVPD, OMol25).

The geometry in ORCA input format:
```
! wB97M-V def2-TZVPD RIJCOSX def2/J DEFGRID3
* xyz 0 1
C 2.127 -2.812 2.925
C 0.914 -3.134 2.482
C -0.184 -2.200 2.128
C -0.193 -1.343 1.126
S 1.198 -1.215 -0.019
O 0.934 -0.156 -0.937
O 2.463 -1.015 0.605
C 1.253 -2.747 -1.095
F 2.410 -2.709 -1.722
F 1.150 -3.874 -0.398
C 0.146 -2.758 -2.182
F 0.589 -1.967 -3.184
F -1.026 -2.337 -1.748
F -0.030 -3.957 -2.683
C -1.477 -0.456 1.022
O -1.414 0.662 0.732
C -2.792 -1.160 1.398
C -4.120 -0.896 0.657
O -3.998 0.158 -0.268
O -4.871 1.185 0.106
C -2.767 -2.032 2.387
N -3.978 -2.710 2.737
C -4.294 -2.663 4.186
C -5.675 -2.007 4.505
C -6.745 -2.223 3.418
C -1.433 -2.268 3.046
O -1.256 -2.481 4.190
H 2.329 -2.053 3.683
H 2.988 -3.382 2.571
H 0.679 -4.202 2.415
H -4.935 -0.740 1.364
H -4.304 -1.796 0.050
H -5.307 1.386 -0.736
H -3.867 -3.662 2.402
H -4.371 -3.706 4.529
H -3.543 -2.152 4.794
H -5.484 -0.950 4.731
H -6.041 -2.482 5.425
H -7.636 -1.660 3.729
H -6.420 -1.917 2.424
H -7.054 -3.277 3.444
C -0.773 0.356 8.570
S -1.510 -0.538 7.197
O -2.932 -0.815 7.555
C -0.588 -2.061 7.450
H -1.240 1.339 8.624
H -0.947 -0.179 9.499
H 0.295 0.472 8.399
H -0.777 -2.444 8.454
H 0.476 -1.867 7.313
H -0.923 -2.786 6.712
C -2.311 -1.625 -4.931
S -2.891 0.017 -4.508
O -4.370 -0.071 -4.365
C -2.566 0.776 -6.105
H -2.472 -2.275 -4.072
H -2.860 -2.011 -5.791
H -1.245 -1.579 -5.157
H -3.112 0.247 -6.886
H -1.496 0.750 -6.311
H -2.900 1.810 -6.065
C -1.589 4.705 -6.014
S -2.243 4.169 -7.603
O -1.294 3.163 -8.158
C -1.948 5.719 -8.460
H -1.640 3.865 -5.322
H -0.551 5.019 -6.127
H -2.194 5.527 -5.630
H -0.888 5.970 -8.418
H -2.540 6.511 -7.999
H -2.254 5.597 -9.498
C 6.082 1.086 3.327
S 4.645 0.005 3.274
O 4.700 -0.869 4.482
C 5.207 -0.977 1.879
H 5.962 1.769 4.166
H 6.987 0.493 3.467
H 6.143 1.657 2.400
H 6.169 -1.435 2.113
H 5.295 -0.342 0.999
H 4.472 -1.751 1.691
C 5.801 -0.670 -3.037
S 6.870 -0.680 -1.589
O 7.524 0.652 -1.509
C 8.080 -1.835 -2.254
H 4.986 0.028 -2.851
H 6.366 -0.347 -3.912
H 5.394 -1.669 -3.196
H 8.501 -1.437 -3.178
H 7.601 -2.797 -2.439
H 8.871 -1.959 -1.516
C 0.954 2.274 12.522
S 1.865 1.155 11.447
O 0.875 0.225 10.839
C 2.700 0.260 12.766
H 0.326 2.908 11.897
H 0.327 1.703 13.207
H 1.656 2.896 13.078
H 1.963 -0.184 13.436
H 3.348 0.944 13.315
H 3.302 -0.526 12.313
C -2.376 9.518 -10.585
S -2.538 10.111 -8.894
O -2.713 8.918 -8.023
C -4.162 10.857 -9.107
H -1.435 8.977 -10.666
H -3.203 8.848 -10.825
H -2.366 10.367 -11.270
H -4.875 10.103 -9.440
H -4.096 11.665 -9.837
H -4.478 11.260 -8.147
C 2.448 -5.214 -3.585
S 2.911 -6.838 -4.206
O 4.363 -7.013 -3.945
C 2.724 -6.431 -5.950
H 2.534 -5.228 -2.500
H 3.119 -4.456 -3.993
H 1.423 -4.998 -3.865
H 3.376 -5.595 -6.207
H 1.684 -6.176 -6.154
H 3.006 -7.305 -6.534
*
```

Output
Energy = -173360.6329 eV
LUMO = -1.09 eV
Kohn-Sham gap = 7.19 eV

These are the Mulliken partial charges, in e, on atoms 1 to 5:
1. C -0.96
2. C -0.87
3. C 1.15
4. C 0.12
5. S 1.08

***

(4)
# C3H3IrO2

A structure of composition C3H3IrO2 at a distorted geometry (ωB97M-V/def2-TZVPD, OMol25).

The geometry in ORCA input format:
```
! wB97M-V def2-TZVPD RIJCOSX def2/J DEFGRID3
* xyz 2 5
O 0.183 -1.142 0.041
Ir -0.641 -0.004 -2.920
O 0.546 -1.307 -2.101
C -0.016 -0.661 -1.177
C 0.004 -0.294 1.130
C 0.114 1.033 1.034
H -0.517 -0.804 1.942
H 0.683 1.530 0.248
H -0.356 1.649 1.801
*
```

Output
Expectation value of S² = 6.008
Energy relative to the best compared isomer or geometry (same formula, charge and spin) = 49.4 kJ/mol
Energy = -10064.5471 eV
LUMO (spin up / spin down) = -10.87 / -14.12 eV
Kohn-Sham gap (spin up / spin down) = 7.85 / 6.40 eV

These are the Mulliken partial charges, in e, on atoms 1 to 5:
1. O -0.10
2. Ir 1.35
3. O -0.28
4. C -0.01
5. C 0.39

***

(5)
# C4H7HoLiO2

A structure of composition C4H7HoLiO2 at a distorted geometry (ωB97M-V/def2-TZVPD, OMol25).

The geometry in ORCA input format:
```
! wB97M-V def2-TZVPD RIJCOSX def2/J DEFGRID3
* xyz 3 5
O -1.322 -0.868 -0.923
C -1.787 0.110 -1.738
C -1.324 0.219 -3.000
Li -2.006 -2.419 -2.160
Ho -0.949 -1.047 1.329
H -2.442 0.874 -1.307
H -0.673 -0.538 -3.449
H -1.718 0.996 -3.653
C 1.928 0.040 1.937
C 0.763 0.431 2.558
O 2.643 0.999 1.399
H 2.515 -0.887 1.914
H 0.533 -0.008 3.534
H 0.328 1.427 2.425
H 3.512 0.671 1.134
*
```

Output
Expectation value of S² = 6.006
Energy = -34326.8085 eV
LUMO (spin up / spin down) = -14.44 / -14.19 eV
Kohn-Sham gap (spin up / spin down) = 5.51 / 5.79 eV

These are the Mulliken partial charges, in e, on atoms 1 to 5:
1. O -0.73
2. C 0.17
3. C -0.68
4. Li 0.92
5. Ho 2.01

***

(6)
# C20H38Al3Br3Cl4CsF7INO9PS2

A structure of composition C20H38Al3Br3Cl4CsF7INO9PS2 at a distorted geometry (ωB97M-V/def2-TZVPD, OMol25).

The geometry in ORCA input format:
```
! wB97M-V def2-TZVPD RIJCOSX def2/J DEFGRID3
* xyz 1 1
C -3.270 -3.001 3.082
C -2.998 -3.679 1.643
C -1.580 -3.518 0.882
I -0.464 -4.059 2.758
P -1.063 -1.985 -0.104
C -0.765 -2.913 -1.756
C -0.831 -0.376 -1.113
C 0.463 0.450 -1.334
N 0.528 1.751 -0.485
C -1.252 -0.785 1.375
C -2.577 0.066 1.677
C -2.278 0.866 3.124
Cl -1.045 2.230 2.980
C -2.899 -1.829 -0.681
C -3.565 -2.993 -1.603
O -4.173 -2.574 -2.758
Br -3.710 -4.963 -1.501
C 0.829 -2.278 0.178
Br 1.408 -4.256 -0.142
C 1.603 -1.740 1.440
C 2.869 -2.757 1.904
Br 2.750 -0.053 1.219
H -2.658 -2.083 3.415
H -3.234 -3.781 3.987
H -4.409 -2.634 3.093
H -3.992 -3.620 1.038
H -3.001 -4.851 1.928
H -1.438 -4.540 0.266
H -1.356 -2.526 -2.720
H 0.322 -2.761 -2.236
H -0.964 -4.056 -1.754
H -1.265 -0.535 -2.221
H -1.568 0.504 -0.748
H 0.394 0.986 -2.414
H 1.541 0.055 -1.378
H 1.354 2.310 -0.849
H -0.324 2.335 -0.665
H -0.427 0.075 1.240
H -0.974 -1.222 2.420
H -2.860 0.929 0.935
H -3.566 -0.508 1.920
H -3.329 1.331 3.446
H -2.040 0.055 3.955
H -3.123 -0.816 -1.285
H -3.703 -1.698 0.146
H 1.516 -1.916 -0.735
H 1.118 -1.542 2.467
H 3.666 -2.893 1.064
H 3.428 -2.126 2.754
H 2.522 -3.717 2.455
Al 1.482 -4.572 4.330
Cl -1.164 4.052 4.892
C -9.328 -6.068 -2.034
C -8.207 -5.116 -1.712
O -8.151 -4.539 -0.628
C -7.158 -4.897 -2.770
H -10.010 -6.128 -1.179
H -9.885 -5.706 -2.901
H -8.924 -7.065 -2.230
H -7.619 -4.483 -3.670
H -6.658 -5.841 -2.998
H -6.412 -4.185 -2.399
Cl -1.142 1.577 5.581
Cs 2.344 3.845 -0.178
Cl 5.442 -2.211 2.821
Al -1.656 5.948 6.174
F 5.614 6.214 -2.143
Al 7.307 6.422 -2.721
F 8.212 7.468 -1.567
F 7.296 7.194 -4.348
F 8.108 4.812 -2.826
C -1.723 -0.190 -5.816
F -2.289 -1.433 -5.689
F -2.081 0.256 -7.063
F -2.389 0.614 -4.927
S 0.126 -0.200 -5.547
O 0.668 -1.102 -6.573
O 0.322 -0.700 -4.179
O 0.557 1.194 -5.718
C 9.124 9.329 3.150
C 9.147 9.080 1.644
O 9.222 7.663 1.501
S 8.431 6.963 2.744
O 7.099 6.622 2.297
O 9.318 6.011 3.371
O 8.326 8.281 3.698
H 10.129 9.251 3.578
H 8.697 10.304 3.401
H 9.996 9.562 1.155
H 8.217 9.418 1.175
*
```

Output
Energy = -379886.5941 eV
LUMO = -9.30 eV
Kohn-Sham gap = 1.60 eV

These are the Mulliken partial charges, in e, on atoms 1 to 5:
1. C -1.21
2. C -0.74
3. C -1.22
4. I 0.34
5. P 3.36

***

(7)
# C12H21ClCuN3O4

A structure of composition C12H21ClCuN3O4 at a distorted geometry (ωB97M-V/def2-TZVPD, OMol25).

The geometry in ORCA input format:
```
! wB97M-V def2-TZVPD RIJCOSX def2/J DEFGRID3
* xyz -1 2
Cu -0.106 -0.999 -0.305
Cl -0.929 -2.035 -3.230
O -2.140 -2.793 -3.207
O -1.292 -0.796 -2.616
O 0.210 -2.593 -2.564
O -0.648 -1.723 -4.603
C 6.182 2.411 1.382
C 5.275 1.308 0.807
C 4.002 1.378 1.590
C 2.848 0.491 1.225
N 1.954 -0.219 0.875
H 7.040 2.575 0.730
H 6.532 2.325 2.411
H 5.679 3.377 1.320
H 5.628 0.282 0.907
H 4.961 1.365 -0.235
H 3.600 2.391 1.560
H 4.297 1.228 2.628
C -1.253 5.410 -1.234
C -1.875 4.415 -2.196
C -0.795 3.351 -2.637
C -0.326 2.516 -1.614
N 0.203 1.849 -0.776
H -0.753 4.775 -0.503
H -2.039 6.114 -0.963
H -0.337 5.831 -1.649
H -2.246 4.914 -3.091
H -2.699 3.916 -1.686
H -0.047 3.796 -3.293
H -1.292 2.591 -3.240
C -3.433 -5.198 3.504
C -3.623 -5.463 1.962
C -3.429 -4.320 0.912
C -2.164 -3.568 0.684
N -1.210 -2.939 0.628
H -4.314 -5.213 4.146
H -2.976 -4.244 3.765
H -2.808 -6.033 3.821
H -4.673 -5.740 1.860
H -3.102 -6.384 1.701
H -4.158 -3.589 1.262
H -3.743 -4.759 -0.035
*
```

Output
Expectation value of S² = 0.752
Energy = -82596.3354 eV
LUMO (spin up / spin down) = 2.65 / 2.58 eV
Kohn-Sham gap (spin up / spin down) = 2.41 / 7.33 eV

These are the Mulliken partial charges, in e, on atoms 1 to 5:
1. Cu -0.56
2. Cl 1.56
3. O -0.60
4. O -0.51
5. O -0.61

***

(8)
# C21H27N3O5S

An isolated molecule of C21H27N3O5S at a distorted geometry (ωB97M-V/def2-TZVPD, OMol25).

The geometry in ORCA input format:
```
! wB97M-V def2-TZVPD RIJCOSX def2/J DEFGRID3
* xyz 0 1
C 6.423 1.459 0.082
C 6.056 0.367 -0.915
C 5.233 -0.750 -0.267
C 4.942 -1.881 -1.250
N 3.982 -0.206 0.229
C 3.493 -0.510 1.441
O 4.127 -1.050 2.322
C 2.058 -0.029 1.702
N 1.363 0.291 0.479
C 0.345 1.257 0.461
C 0.056 1.881 -0.747
C -0.965 2.810 -0.843
C -1.714 3.140 0.281
O -2.743 4.034 0.302
C -3.055 4.726 -0.883
C -1.418 2.522 1.496
C -0.408 1.588 1.586
S 1.130 -0.984 -0.610
O 1.741 -2.150 -0.051
O 1.579 -0.548 -1.903
C -0.648 -1.165 -0.628
C -1.387 -0.748 -1.718
C -2.764 -0.824 -1.670
C -3.406 -1.312 -0.528
N -4.797 -1.355 -0.535
C -5.654 -1.771 0.454
C -7.102 -1.663 0.030
O -5.302 -2.175 1.535
C -2.644 -1.741 0.560
C -1.266 -1.664 0.502
H 7.010 1.045 0.898
H 5.525 1.905 0.503
H 7.005 2.240 -0.402
H 6.965 -0.069 -1.333
H 5.479 0.796 -1.738
H 5.759 -1.141 0.610
H 4.314 -2.629 -0.772
H 4.408 -1.496 -2.117
H 5.867 -2.348 -1.580
H 3.347 0.142 -0.475
H 1.561 -0.814 2.284
H 2.121 0.874 2.316
H 0.639 1.625 -1.617
H -1.159 3.271 -1.798
H -3.878 5.391 -0.627
H -3.375 4.043 -1.677
H -2.206 5.321 -1.236
H -2.004 2.785 2.361
H -0.208 1.114 2.534
H -0.872 -0.378 -2.590
H -3.351 -0.502 -2.518
H -5.223 -1.033 -1.393
H -7.348 -0.632 -0.215
H -7.286 -2.286 -0.843
H -7.737 -1.997 0.845
H -3.138 -2.127 1.435
H -0.660 -2.003 1.327
*
```

Output
Energy relative to the best compared isomer or geometry (same formula, charge and spin) = 109.8 kJ/mol
Energy = -47758.8076 eV
LUMO = 0.24 eV
Kohn-Sham gap = 8.60 eV

These are the Mulliken partial charges, in e, on atoms 1 to 5:
1. C -1.18
2. C -0.55
3. C -0.12
4. C -1.43
5. N -0.03

***

Q: Which formula does entry 3 have?
A: C30H62F5NO14S9

***

Q: What is the formula in the fourth record?
A: C3H3IrO2

***

Q: Number 5 is which compound?
A: C4H7HoLiO2

***

Please write out number 4 again, unchanged.
# C3H3IrO2

A structure of composition C3H3IrO2 at a distorted geometry (ωB97M-V/def2-TZVPD, OMol25).

The geometry in ORCA input format:
```
! wB97M-V def2-TZVPD RIJCOSX def2/J DEFGRID3
* xyz 2 5
O 0.183 -1.142 0.041
Ir -0.641 -0.004 -2.920
O 0.546 -1.307 -2.101
C -0.016 -0.661 -1.177
C 0.004 -0.294 1.130
C 0.114 1.033 1.034
H -0.517 -0.804 1.942
H 0.683 1.530 0.248
H -0.356 1.649 1.801
*
```

Output
Expectation value of S² = 6.008
Energy relative to the best compared isomer or geometry (same formula, charge and spin) = 49.4 kJ/mol
Energy = -10064.5471 eV
LUMO (spin up / spin down) = -10.87 / -14.12 eV
Kohn-Sham gap (spin up / spin down) = 7.85 / 6.40 eV

These are the Mulliken partial charges, in e, on atoms 1 to 5:
1. O -0.10
2. Ir 1.35
3. O -0.28
4. C -0.01
5. C 0.39